Entry 1:
Formula: C17H16N4O5S
Source: the Open Molecules 2025 dataset
Level of theory: ωB97M-V/def2-TZVPD

Values from the calculation:
Maximum force ... 0.027 hartree/bohr
Highest occupied orbital energy ... -8.78 eV
E ... -1650.760769 Ha
Kohn-Sham gap ... 8.29 eV
Charge ... 0
Energy above the lowest of the compared OMol25 structures with the same formula, charge and spin ... 161.8 kJ/mol
E_LUMO ... -0.5 eV
Multiplicity ... 1
SMILES ... Cc1ccc(C(=O)NC(=S)NNC(=O)COc2ccc([N+](=O)[O-])cc2)cc1

Each line ends with the Mulliken charge.
Element x y z (Å)
N 0.806 -0.180 -2.139  1.134
O -1.416 -0.792 1.434  -0.759
S 1.707 2.219 2.319  -0.442
C -2.351 3.163 1.821  0.261
H 2.191 2.014 -1.588  0.476
C -0.556 -3.134 0.187  -0.660
C 1.656 -5.375 -1.900  -1.481
H -3.163 4.511 0.355  0.325
C -1.574 2.299 -0.763  -0.275
H 1.631 -5.029 -2.934  0.273
H 3.121 -3.337 -0.898  0.364
H -2.226 5.334 1.628  0.367
C 1.142 2.111 -1.357  -0.539
C -1.077 1.150 -1.340  -0.098
H -2.628 2.359 -0.549  0.407
H 2.402 -1.486 0.477  0.244
H 2.678 -5.667 -1.670  0.388
C 0.283 1.043 -1.611  -0.317
C 0.340 -2.149 0.611  1.041
H -0.313 3.398 2.211  0.260
C -2.271 4.449 0.988  -0.398
H -1.555 0.815 2.319  0.449
C 1.199 -4.273 -1.001  1.061
H 1.292 4.090 -0.556  0.462
N -1.151 2.828 2.360  -0.217
C -0.710 3.352 -0.446  0.351
N -0.814 1.494 2.556  -0.088
C 2.091 -3.291 -0.579  -0.915
H -0.838 -4.930 -0.923  0.365
C 1.677 -2.243 0.216  -0.765
O 2.014 -0.291 -2.221  -0.661
H 1.680 -0.419 1.923  0.279
C -0.220 -1.020 1.369  0.731
O -1.076 4.476 0.224  -0.507
H -1.590 -3.047 0.485  0.474
C 0.458 1.137 2.297  -0.052
C 0.645 3.259 -0.787  -0.484
H 1.007 -6.243 -1.817  0.386
O 0.018 -1.049 -2.457  -0.618
H -1.727 0.318 -1.562  0.498
O -3.351 2.497 1.941  -0.585
C -0.130 -4.181 -0.600  -0.677
N 0.698 -0.182 1.982  -0.060



Entry 2:
Formula: HgI4
Source: the Open Molecules 2025 dataset
Level of theory: ωB97M-V/def2-TZVPD

Values from the calculation:
Maximum force ... 0.013 hartree/bohr
Highest occupied orbital energy ... -1.76 eV
E ... -1344.433447 Ha
Kohn-Sham gap ... 6.62 eV
Charge ... -2
Energy above the lowest of the compared OMol25 structures with the same formula, charge and spin ... 25.4 kJ/mol
E_LUMO ... 4.9 eV
Multiplicity ... 1

Each line ends with the Mulliken charge.
Element x y z (Å)
I -1.982 1.269 1.657  -0.636
I 0.571 -2.091 1.728  -0.649
I 2.438 1.516 -0.152  -0.606
Hg -0.061 0.047 -0.273  0.500
I -0.966 -0.741 -2.960  -0.608



Entry 3:
Formula: C6H15N
Source: the Open Molecules 2025 dataset
Level of theory: ωB97M-V/def2-TZVPD

Values from the calculation:
Maximum force ... 0.117 hartree/bohr
Highest occupied orbital energy ... -7.41 eV
E ... -292.213712 Ha
Kohn-Sham gap ... 8.36 eV
Charge ... 0
Energy above the lowest of the compared OMol25 structures with the same formula, charge and spin ... 407.8 kJ/mol
E_LUMO ... 0.9 eV
Multiplicity ... 1

Each line ends with the Mulliken charge.
Element x y z (Å)
C 0.868 -0.892 0.992  -1.645
C -0.013 1.980 -0.271  -0.274
H -0.297 -3.069 -0.569  0.323
C -1.624 -0.617 0.587  -1.540
H 0.673 -2.302 -1.884  0.362
H -0.887 2.142 0.357  0.280
H -2.373 -0.308 -0.144  0.330
H 1.373 1.946 1.387  0.236
H -1.148 -2.213 -1.921  0.363
C -0.249 -2.276 -1.312  -1.115
H -0.185 2.490 -1.218  0.330
H 1.367 3.452 0.488  0.373
H 0.811 -0.224 1.855  0.311
H -1.685 0.057 1.444  0.408
H 1.849 -0.806 0.524  0.370
H 0.752 -1.900 1.398  0.413
C 1.283 2.360 0.379  -1.024
H -0.659 0.212 -1.731  0.348
N 0.109 0.159 -1.064  -0.554
C -0.231 -0.603 -0.005  1.052
H 2.134 2.038 -0.224  0.269
H -1.868 -1.626 0.931  0.384



Entry 4:
Formula: C2HN3O3
Source: the Open Molecules 2025 dataset
Level of theory: ωB97M-V/def2-TZVPD

Values from the calculation:
Maximum force ... 0.090 hartree/bohr
Highest occupied orbital energy ... -10.66 eV
E ... -466.716859 Ha
Kohn-Sham gap ... 10.40 eV
Charge ... 0
Energy above the lowest of the compared OMol25 structures with the same formula, charge and spin ... 396.4 kJ/mol
E_LUMO ... -0.3 eV
Multiplicity ... 1
SMILES ... N#CNN=O.O=C=O

Each line ends with the Mulliken charge.
Element x y z (Å)
O 1.663 1.084 1.356  -0.414
H -0.366 1.179 0.314  0.341
O 1.245 -1.230 -2.544  -0.307
O -0.061 0.524 -1.942  -0.373
N 0.805 0.272 1.686  0.005
N -0.335 0.367 1.083  0.038
N -2.198 -1.204 1.136  -0.293
C -1.260 -0.588 1.189  0.335
C 0.507 -0.405 -2.277  0.669



Entry 5:
Formula: C18H39INO4
Source: the Open Molecules 2025 dataset
Level of theory: ωB97M-V/def2-TZVPD

Values from the calculation:
Maximum force ... 0.022 hartree/bohr
Highest occupied orbital energy ... -10.84 eV
E ... -1362.265983 Ha
Kohn-Sham gap ... 7.64 eV
Charge ... +1
E_LUMO ... -3.2 eV
Multiplicity ... 1

Each line ends with the Mulliken charge.
Element x y z (Å)
H -1.404 5.660 2.878  0.310
H -2.588 5.903 4.131  0.436
C 0.242 2.099 -1.316  0.000
H -1.904 2.189 5.469  0.353
C 2.561 -2.743 -2.596  -0.522
H 3.486 -0.782 -2.747  0.293
H -4.096 3.056 3.808  0.417
H 1.363 -8.514 -4.092  0.267
H 0.006 -1.933 -1.652  0.276
O 1.660 -0.708 -1.793  -0.317
H -2.080 0.551 3.029  0.764
H 0.490 -7.043 -6.618  0.270
H -1.172 3.713 -1.609  0.339
H -0.354 -8.382 -5.834  0.336
C -0.186 0.968 3.984  -1.234
N -3.160 3.272 4.160  0.000
C -0.831 3.057 -0.805  -0.730
C -2.448 1.996 4.553  -0.904
H -2.322 5.270 6.310  0.397
C -0.049 3.858 0.228  0.400
C -0.406 -6.494 -4.733  -0.459
C 2.907 -1.373 -2.031  -0.542
H -0.043 -0.737 -2.962  0.280
H 3.350 -3.148 -3.227  0.370
H -1.402 2.101 2.638  -0.303
H 1.575 3.548 -2.239  0.290
H 0.598 1.518 3.483  0.470
H -0.437 3.861 4.641  -0.032
O -2.507 4.031 3.189  -0.236
C 1.898 -6.436 -4.325  -0.408
C -1.570 1.405 3.452  0.069
O 0.651 -5.773 -4.092  -0.320
C 1.555 -7.803 -4.899  -0.560
O 1.294 3.914 -0.228  -0.471
H 0.069 5.511 4.610  0.576
H -0.429 4.875 0.356  0.196
H -0.060 3.355 1.209  -0.289
I 0.165 -1.104 3.573  0.080
H -3.231 1.289 4.809  0.348
H 2.374 -3.452 -1.786  0.211
H -1.111 4.103 6.799  0.323
H -1.006 -6.993 -3.965  0.287
C -1.865 5.188 3.739  -0.676
H -3.300 3.840 5.003  0.276
C -0.794 4.878 4.773  0.010
C 0.601 -1.437 -2.427  -0.417
C 1.265 -2.451 -3.345  -0.368
H -0.692 5.794 6.757  0.333
H 3.464 -1.425 -1.095  0.282
H -1.702 2.556 -0.383  0.309
H 2.347 -8.206 -5.526  0.336
H -1.044 -5.788 -5.266  0.263
H 2.451 -6.494 -3.387  0.284
C -1.263 5.029 6.248  -1.289
H 2.483 -5.842 -5.036  0.257
H 0.372 1.266 -0.624  0.091
H -0.077 1.149 5.046  0.488
H 0.654 -3.335 -3.517  0.169
H 1.486 -1.995 -4.313  0.261
H 2.396 2.423 -1.142  0.244
C 1.477 2.983 -1.307  -0.599
C 0.263 -7.504 -5.655  -0.552
H 0.030 1.686 -2.299  0.263



Entry 6:
Formula: C32H47ClCrN4
Source: the Open Molecules 2025 dataset
Level of theory: ωB97M-V/def2-TZVPD

Values from the calculation:
Maximum force ... 0.015 hartree/bohr
Highest occupied orbital energy (spin up / spin down) ... -2.43 / -2.42 eV
E ... -2971.191184 Ha
Kohn-Sham gap (spin up / spin down) ... 4.92 / 4.91 eV
Charge ... -1
Energy above the lowest of the compared OMol25 structures with the same formula, charge and spin ... 0.0 kJ/mol
E_LUMO (spin up / spin down) ... 2.5 / 2.5 eV
<S²> ... 3.883
Multiplicity ... 4

Each line ends with the Mulliken charge.
Element x y z (Å)
C -1.497 -0.058 -4.177  0.217
H -0.315 -2.778 2.191  0.079
C -1.853 1.394 1.684  1.093
H 3.910 -0.532 -2.699  0.455
H -0.775 3.018 -2.741  0.068
N 1.309 -1.157 0.934  0.674
H -0.253 -4.794 -0.092  0.767
N 1.158 -0.958 -2.001  0.038
H -4.795 0.176 -0.500  0.442
H 1.616 2.262 -2.200  0.568
H 1.899 -0.876 -3.982  0.466
C -1.563 0.538 0.606  0.092
H -3.352 2.383 2.864  0.356
C 2.002 -2.300 0.627  -0.465
C 3.224 1.030 -1.401  0.961
H -0.522 3.034 2.032  0.379
H 3.530 0.962 -3.539  0.447
N 1.198 1.833 -0.226  -0.124
C 3.195 0.298 -2.737  -1.604
H 2.669 3.113 -1.076  0.305
H 0.155 -4.480 2.325  0.404
C -0.115 -3.776 0.283  0.319
H -5.247 1.597 1.501  0.357
H -2.034 -1.734 -5.391  0.383
C -1.313 1.363 -4.046  1.045
C -1.074 -2.852 -0.464  -1.363
H 3.036 0.302 -0.609  -0.978
C -4.236 1.308 1.241  -0.802
C -1.907 -0.657 -5.352  -0.785
H 1.150 0.600 -3.390  0.203
H -2.531 -0.486 -1.029  0.226
H 1.765 -1.711 -1.676  0.121
H -0.504 -0.485 2.937  0.147
C 1.816 -0.220 -3.113  -0.601
H 0.438 2.508 -0.227  0.365
H 4.231 1.417 -1.222  0.605
C -2.065 1.498 -6.395  -0.444
H 1.019 2.519 4.417  0.386
H -0.562 1.285 -2.068  0.610
Cr 0.351 -0.123 -0.104  0.465
C -0.785 2.085 2.515  -1.806
C -3.984 0.509 0.136  -1.047
C 1.401 2.198 3.432  -1.241
H 4.148 -3.199 3.223  0.383
H -2.300 2.104 -7.263  0.363
H 5.226 -3.409 0.417  0.390
N 0.456 1.355 2.725  0.978
H -1.569 3.186 -5.206  0.319
H -0.849 -2.796 -1.531  0.302
H 1.658 -5.361 -0.856  0.380
H -2.113 -3.173 -0.353  0.584
H 4.403 0.554 1.152  0.173
H 4.137 -5.235 -0.854  0.363
Cl -2.699 -0.651 -7.973  -0.306
C 4.163 -1.499 1.857  0.482
H -1.367 -0.686 -3.298  0.147
H 2.867 -2.018 3.511  0.238
H -1.226 2.362 3.490  0.501
C 1.375 -3.480 0.109  1.010
C 3.544 -4.447 -0.407  -1.432
H 1.590 1.819 0.714  0.107
H 1.148 -0.445 3.538  0.089
H 2.821 0.196 1.875  -0.173
H -1.519 -4.052 1.920  0.477
H 2.335 1.657 3.590  0.304
C -3.167 1.743 2.006  -0.820
C -2.679 0.138 -0.151  0.408
C 0.223 0.127 3.468  -0.955
C 2.159 -4.497 -0.429  -0.488
H 1.613 3.099 2.849  0.308
C -1.654 2.104 -5.231  -0.874
C 2.187 2.152 -1.276  -1.240
H 0.357 -1.422 -2.423  0.081
C -0.471 -3.775 1.774  -1.522
C 4.149 -3.406 0.282  -0.928
H 4.529 -1.649 4.006  0.471
C 3.415 -2.364 0.840  0.127
C 3.920 -2.133 3.236  -1.626
C -0.821 1.945 -2.890  -1.762
C 3.891 0.005 1.943  -1.290
H -0.156 0.342 4.483  0.420
C -2.181 0.109 -6.475  0.165
H 4.269 0.385 2.897  0.690
H -0.991 -1.875 0.009  -0.065
H 5.225 -1.617 1.620  0.438